Run w
DFT (ωB97M-V/def2-TZVPD) results for a molecular structure, C23H34N2O2.

Its HOMO energy is -7.6 eV.

Geometry (Å):
C  -8.353  -0.086  -0.136
H  -8.224  -0.783  0.617
H  -8.141  -0.556  -1.173
H  -9.300  0.405  -0.241
C  -7.242  0.753  -0.236
C  -6.037  0.146  -0.027
C  -4.994  -0.427  0.151
C  -3.670  -0.930  -0.098
C  -2.811  -0.674  0.974
C  -1.497  -1.383  1.095
C  -1.228  -2.031  0.121
C  -2.162  -2.380  -1.039
C  -3.266  -2.031  -1.091
H  -3.955  -1.958  -1.751
H  -1.793  -3.182  -1.851
C  0.111  -2.921  0.286
N  1.246  -2.054  0.443
C  2.463  -2.512  0.800
C  3.576  -1.232  1.020
N  3.545  -0.329  0.117
C  4.587  0.588  0.148
C  4.590  1.804  -0.652
C  6.135  2.324  -0.617
H  6.387  2.876  -1.343
C  6.950  1.089  -0.803
H  7.966  1.092  -0.025
H  7.215  0.371  -1.559
C  6.059  0.081  0.116
H  5.852  -1.035  -0.320
H  6.433  -0.375  1.208
H  6.252  2.911  0.189
H  3.944  2.471  -0.766
H  4.589  1.323  -1.779
H  4.507  0.928  1.216
C  2.234  0.108  -0.335
C  1.411  -0.796  -0.700
H  0.416  -0.624  -1.213
H  1.826  -1.500  -1.332
H  2.382  0.853  -1.205
C  1.489  1.136  0.870
C  0.535  1.791  0.426
O  -0.120  2.762  1.570
H  -0.838  3.161  1.071
H  0.746  2.348  -0.551
H  -0.476  1.296  -0.156
H  2.496  1.612  1.212
H  1.306  0.235  1.591
H  4.589  -1.921  1.295
H  3.169  -0.771  1.918
H  2.259  -3.066  1.622
H  2.942  -2.984  -0.178
H  0.227  -3.545  0.953
H  0.550  -3.408  -0.862
H  -0.776  -1.225  2.006
H  -2.918  -0.072  1.965
C  -7.242  2.029  -1.040
H  -6.488  2.582  -1.220
H  -7.258  1.416  -2.142
H  -8.197  2.575  -1.224
O  -7.326  1.590  1.446
H  -6.673  2.134  1.220

Löwdin atomic charge list, values in e, 6 entries: C -0.03; H 0.09; H 0.14; H 0.10; C -0.48; C 0.00

=====

Run x
DFT (ωB97M-V/def2-TZVPD) results for C23H34N2O2 in the gas phase.

Its HOMO energy is -7.9 eV. Its SMILES is OCCC#Cc1ccc(CN2CCN(C3CCCCC3)[C@@H](CCO)C2)cc1.

Geometry (Å):
O  -10.466  -0.805  -1.220
C  -9.199  -0.727  -0.615
C  -8.220  0.147  -1.415
C  -6.912  0.163  -0.798
C  -5.834  0.167  -0.262
C  -4.561  0.175  0.356
C  -3.672  1.227  0.133
C  -2.434  1.228  0.742
C  -2.052  0.184  1.578
C  -0.697  0.214  2.230
N  0.335  0.541  1.262
C  0.511  -0.515  0.283
C  1.493  -0.050  -0.798
N  2.760  0.423  -0.286
C  3.888  -0.488  -0.275
C  4.392  -0.719  -1.706
C  5.689  -1.523  -1.694
C  5.478  -2.865  -1.000
C  4.963  -2.652  0.420
C  3.666  -1.847  0.409
C  2.607  1.336  0.829
C  2.166  2.721  0.328
C  3.112  3.266  -0.742
O  2.734  4.544  -1.201
C  1.609  0.831  1.886
C  -2.937  -0.863  1.795
C  -4.182  -0.871  1.195
H  -10.843  0.080  -1.274
H  -8.829  -1.754  -0.571
H  -9.277  -0.343  0.413
H  -8.139  -0.247  -2.433
H  -8.604  1.172  -1.475
H  -3.964  2.038  -0.518
H  -1.740  2.037  0.571
H  -0.499  -0.750  2.734
H  -0.690  0.998  2.996
H  0.874  -1.441  0.763
H  -0.457  -0.728  -0.179
H  1.020  0.771  -1.349
H  1.668  -0.862  -1.503
H  4.688  0.031  0.267
H  4.549  0.249  -2.184
H  3.641  -1.261  -2.284
H  6.034  -1.683  -2.718
H  6.461  -0.958  -1.166
H  6.415  -3.424  -0.975
H  4.751  -3.454  -1.564
H  4.795  -3.617  0.904
H  5.717  -2.115  1.001
H  2.900  -2.409  -0.128
H  3.323  -1.695  1.435
H  3.586  1.448  1.309
H  2.144  3.414  1.171
H  1.155  2.648  -0.074
H  3.166  2.553  -1.575
H  4.116  3.391  -0.330
H  1.833  4.492  -1.537
H  2.024  -0.062  2.391
H  1.464  1.608  2.641
H  -2.651  -1.681  2.441
H  -4.868  -1.688  1.369

Löwdin atomic charge list, values in e, 6 entries: O -0.07; C -0.28; C -0.19; C -0.02; C 0.02; C -0.25

=====

The structure with the greatest stability is run x.

=====

Run w
DFT (ωB97M-V/def2-TZVPD) results for 10 unconnected molecules or ions with the total composition C13H46O10.

Its HOMO energy is -9.3 eV. Its SMILES is CCO.CCO.CCO.CO.CO.CO.CO.CO.CO.CO.

Geometry (Å):
C  -2.485  -1.407  2.522
C  -2.271  -2.882  2.277
O  -2.937  -3.646  3.302
H  -1.923  -0.763  1.875
H  -2.319  -1.155  3.586
H  -3.501  -1.171  2.257
H  -1.208  -3.092  2.321
H  -2.578  -3.238  1.288
H  -2.719  -4.560  3.029
C  -1.935  0.557  -0.544
C  -2.890  -0.456  -1.080
O  -2.312  -0.981  -2.178
H  -1.055  0.052  -0.150
H  -2.365  1.148  0.298
H  -1.488  1.320  -1.275
H  -3.810  -0.030  -1.416
H  -3.050  -1.257  -0.364
H  -2.736  -1.811  -2.394
C  2.287  -0.126  -3.920
C  0.795  -0.313  -3.851
O  0.329  0.001  -2.543
H  2.656  -0.234  -4.987
H  2.822  -0.835  -3.265
H  2.696  0.854  -3.684
H  0.516  -1.327  -4.034
H  0.293  0.338  -4.627
H  -0.648  -0.143  -2.585
C  1.393  0.747  0.736
O  1.984  0.527  -0.510
H  0.890  -0.195  1.113
H  0.626  1.427  0.684
H  2.122  1.054  1.464
H  1.262  0.388  -1.169
C  -0.014  -3.353  -0.535
O  -1.223  -4.068  -0.577
H  0.867  -3.952  -0.788
H  0.217  -2.946  0.423
H  0.127  -2.496  -1.232
H  -1.146  -4.786  0.018
C  -1.203  2.128  2.827
O  -1.570  3.393  2.424
H  -1.739  1.950  3.752
H  -0.097  2.183  2.937
H  -1.350  1.363  2.064
H  -1.190  3.662  1.553
C  0.564  4.804  0.285
O  -0.386  3.818  -0.010
H  1.478  4.324  -0.051
H  0.584  4.998  1.406
H  0.365  5.620  -0.318
H  -0.079  3.406  -0.791
C  3.472  -2.776  -0.241
O  2.846  -1.929  0.658
H  4.546  -2.600  -0.260
H  3.061  -2.659  -1.230
H  3.348  -3.831  -0.021
H  2.657  -1.014  0.236
C  0.111  3.248  -3.411
O  0.804  2.714  -2.334
H  -0.454  2.460  -3.962
H  0.626  3.680  -4.311
H  -0.618  4.010  -3.126
H  0.884  1.795  -2.424
C  1.680  -0.238  4.088
O  0.383  -0.796  3.788
H  1.814  0.830  4.207
H  2.442  -0.509  3.293
H  2.011  -0.649  5.045
H  -0.258  -0.573  4.440

Löwdin atomic charge list, values in e, 6 entries: C -0.08; C -0.32; O -0.08; H 0.03; H 0.09; H 0.08

=====

Run x
DFT (ωB97M-V/def2-TZVPD) results for a molecular structure, C13H46O10.

Its HOMO energy is -9.2 eV.

Geometry (Å):
C  9.441  -6.535  -1.599
O  10.030  -6.218  -2.815
H  8.415  -6.756  -1.895
H  9.891  -7.423  -1.156
H  9.344  -5.654  -0.964
H  9.801  -6.839  -3.511
C  8.632  -7.841  -5.328
C  8.497  -8.699  -4.109
C  8.560  -10.214  -4.351
O  9.628  -8.463  -3.361
H  7.891  -8.174  -6.055
H  9.628  -7.949  -5.757
H  8.365  -6.803  -5.132
H  7.698  -8.343  -3.458
H  7.597  -10.604  -4.678
H  8.964  -10.820  -3.539
H  9.270  -10.402  -5.157
H  9.476  -8.816  -2.481
C  11.902  -7.655  -5.093
C  12.388  -6.197  -5.178
C  13.232  -6.026  -3.882
O  13.195  -5.934  -6.283
H  11.154  -7.782  -5.876
H  11.362  -7.830  -4.163
H  12.730  -8.363  -5.122
H  11.512  -5.564  -5.042
H  13.632  -5.014  -3.932
H  14.033  -6.758  -3.780
H  12.584  -6.255  -3.036
H  13.341  -6.721  -6.813
C  6.882  -1.674  -7.809
C  7.920  -1.996  -6.712
C  8.031  -3.466  -6.370
O  9.175  -1.524  -7.151
H  5.995  -2.102  -7.342
H  7.159  -2.145  -8.752
H  6.649  -0.622  -7.968
H  7.516  -1.468  -5.849
H  7.843  -4.038  -7.278
H  7.356  -3.803  -5.583
H  8.992  -3.865  -6.048
H  9.486  -0.829  -6.566
C  11.494  -4.174  -3.084
C  10.098  -3.558  -3.198
C  9.725  -2.736  -4.480
O  9.061  -4.502  -3.062
H  12.274  -3.425  -3.222
H  11.519  -4.882  -3.912
H  11.752  -4.638  -2.133
H  9.777  -2.837  -2.446
H  10.030  -3.336  -5.338
H  10.292  -1.807  -4.534
H  8.677  -2.469  -4.613
H  9.367  -5.372  -2.794
O  7.237  -3.653  -2.493
H  7.936  -3.982  -3.058
H  7.243  -2.706  -2.632
O  9.555  -5.174  -5.128
H  8.816  -5.610  -5.552
H  9.202  -4.859  -4.296
O  10.488  -4.652  -7.161
H  10.358  -3.768  -7.505
H  10.205  -4.598  -6.248
O  7.946  -6.951  -7.765
H  8.229  -6.991  -6.851
H  7.746  -7.858  -7.995
O  7.091  -5.694  -5.505
H  6.605  -5.548  -6.317
H  6.656  -5.135  -4.861

Löwdin atomic charge list, values in e, 6 entries: C -0.02; O -0.07; H 0.12; H 0.11; H 0.14; H 0.07

=====

The structure with the greatest stability is run w.

=====

Run w
DFT (ωB97M-V/def2-TZVPD) results for C8H8N4S in the gas phase.

Its HOMO energy is -8.8 eV. Its SMILES is C=CCSc1ncc(C#N)c(N)n1.

Geometry (Å):
C  2.511  1.820  0.707
C  2.971  0.563  0.499
C  2.763  -0.218  -0.694
S  1.750  -1.628  -0.300
C  0.268  -0.959  -0.134
N  0.196  0.343  -0.520
C  -1.020  0.896  -0.662
C  -2.173  0.185  -0.247
C  -3.482  0.770  -0.283
N  -4.504  1.345  -0.072
C  -2.018  -1.160  0.116
N  -2.969  -2.018  0.444
N  -0.718  -1.682  0.180
H  2.612  2.225  1.655
H  1.816  2.437  0.078
H  3.351  0.047  1.358
H  3.784  -0.549  -0.946
H  2.298  0.259  -1.560
H  -1.067  1.995  -0.818
H  -2.416  -2.855  0.735
H  -3.952  -1.818  0.462

Löwdin atomic charge list, values in e, 6 entries: C 0.02; C -0.28; C -0.50; S 1.05; C -0.79; N 0.04

=====

Run x
DFT (ωB97M-V/def2-TZVPD) results for C8H8N4S in the gas phase.

Its HOMO energy (alpha / beta) is -8.2 / -8.3 eV.

Geometry (Å):
C  0.948  1.875  2.057
C  -0.364  2.057  1.647
C  1.864  1.265  1.211
C  -0.769  1.633  0.398
C  1.477  0.836  -0.042
C  0.153  1.022  -0.461
C  -0.274  0.550  -1.708
C  -0.276  -2.953  0.309
N  -0.437  0.519  -2.906
N  -1.300  -1.313  -1.495
N  -1.134  -0.532  -3.523
N  -1.520  -1.400  -2.734
S  -1.866  -2.283  -0.285
H  1.258  2.206  3.036
H  -1.078  2.524  2.310
H  2.885  1.123  1.531
H  -1.788  1.764  0.068
H  2.182  0.357  -0.705
H  -0.509  -3.566  1.173
H  0.374  -2.130  0.592
H  0.175  -3.554  -0.474

Löwdin atomic charge list, values in e, 6 entries: C -0.07; C -0.07; C -0.07; C -0.02; C -0.02; C -0.23

=====

The structure with the greatest stability is run w.

=====

Run w
DFT (ωB97M-V/def2-TZVPD) results for C5H5NO3 in the gas phase.

Its HOMO energy is -8.4 eV. Its SMILES is O=COc1cccn1O.

Geometry (Å):
O  2.516  0.550  0.640
C  2.398  -0.471  0.031
O  1.390  -1.116  -0.398
C  0.118  -0.651  -0.180
C  -1.238  -1.272  -0.007
C  -2.144  -0.160  0.274
C  -1.427  1.029  0.130
N  -0.194  0.647  -0.186
O  0.624  1.560  -0.630
H  3.386  -1.058  -0.157
H  -1.679  -2.428  -0.248
H  -3.122  -0.330  0.519
H  -1.900  2.002  0.182
H  1.274  1.698  0.028

Löwdin atomic charge list, values in e, 6 entries: O 0.08; C -0.37; O 0.14; C -0.20; C 0.00; C -0.09

=====

Run x
DFT (ωB97M-V/def2-TZVPD) results for a molecular structure, C5H5NO3.

Its HOMO energy is -9.2 eV.

Geometry (Å):
C  -1.692  -1.672  -1.187
C  -0.293  -0.103  -0.150
C  1.453  0.992  -0.008
C  1.011  1.424  1.822
C  0.279  0.721  0.691
H  -1.644  -1.177  -2.121
H  -2.666  -2.041  -0.984
H  -1.019  -2.493  -1.248
H  0.551  2.372  2.169
H  1.272  0.796  2.703
N  1.597  0.550  -1.208
O  -1.410  -0.789  -0.106
O  0.414  -0.210  -1.291
O  2.147  1.628  0.917

Löwdin atomic charge list, values in e, 6 entries: C -0.03; C -0.34; C -0.42; C -0.03; C -0.01; H 0.09

=====

The structure with the greatest stability is run w.

=====

Run w
DFT (ωB97M-V/def2-TZVPD) results for a molecular structure, C13H11F5N7O8PbS.

Its HOMO energy is -5.5 eV. The charge is -1.

Geometry (Å):
Pb  0.224  0.157  -0.318
O  2.380  -3.360  -2.583
C  2.021  -2.265  -1.872
O  1.691  -1.214  -2.361
C  2.249  -2.469  -0.383
O  2.068  -1.241  0.214
C  3.284  -0.579  0.521
C  3.075  0.951  0.453
O  3.932  1.629  0.971
O  2.029  1.365  -0.190
H  2.064  -3.181  -3.462
H  3.241  -2.916  -0.292
H  1.575  -3.183  0.058
H  4.026  -0.763  -0.285
H  3.705  -0.851  1.491
N  0.716  4.312  -1.678
N  1.288  4.338  -0.447
C  0.484  4.118  0.652
N  1.049  3.923  1.838
N  -0.806  4.172  0.461
N  -1.634  3.732  1.481
O  -2.812  2.114  0.091
O  -1.512  4.156  2.688
H  0.054  3.577  -1.785
H  0.170  5.185  -1.759
H  2.268  4.045  -0.348
H  2.029  3.590  1.959
H  0.479  4.124  2.631
F  -5.091  -4.247  -1.918
C  -4.008  -3.680  -1.405
C  -3.955  -2.980  -0.187
F  -5.002  -2.921  0.641
C  -2.730  -2.515  0.303
F  -2.731  -1.870  1.473
C  -1.555  -2.624  -0.418
O  -0.471  -2.123  0.054
C  -1.656  -3.297  -1.647
F  -0.488  -3.471  -2.321
C  -2.818  -3.856  -2.102
F  -2.783  -4.513  -3.288
S  -0.059  0.108  2.492
C  1.359  -0.636  3.014
N  2.360  -1.161  3.277
N  -3.619  2.208  1.376
C  -2.446  2.835  1.130
H  -3.644  1.274  1.785

Löwdin atomic charge list, values in e, 6 entries: Pb 1.34; O 0.12; C -0.49; O 0.06; C -0.13; O -0.30

=====

Run x
DFT (ωB97M-V/def2-TZVPD) results for a molecular structure, C13H11F5N7O8PbS.

Its HOMO energy is -6.0 eV. The charge is -1.

Geometry (Å):
Pb  9.059  9.262  8.266
O  4.830  9.672  5.188
C  5.966  9.184  5.735
O  6.038  8.830  6.859
C  6.945  9.128  4.565
O  8.243  8.863  4.997
C  9.126  10.057  5.029
C  8.492  11.168  5.820
O  7.770  12.004  5.281
O  8.710  11.201  7.089
H  4.093  9.589  5.833
H  6.834  10.082  3.986
H  6.588  8.329  3.942
H  9.348  10.330  3.984
H  10.071  9.699  5.368
N  8.555  6.245  11.361
N  9.471  7.285  11.257
C  10.810  7.148  11.179
N  11.590  8.256  11.159
N  11.167  5.862  11.302
N  12.393  5.499  10.939
O  12.625  4.309  11.035
O  13.244  6.344  10.555
H  8.884  5.487  10.806
H  8.530  5.902  12.311
H  9.071  8.218  11.056
H  11.222  9.180  10.971
H  12.529  8.039  10.685
F  6.177  14.914  10.626
C  6.879  13.781  10.433
C  6.481  12.599  11.082
F  5.330  12.541  11.786
C  7.351  11.511  10.958
F  6.938  10.344  11.456
C  8.557  11.551  10.291
O  9.254  10.394  10.058
C  8.934  12.772  9.712
F  10.021  12.754  8.966
C  8.103  13.844  9.761
F  8.518  15.021  9.369
S  13.461  10.271  9.086
C  12.165  10.045  8.170
N  11.198  9.858  7.554
N  6.116  12.205  7.556
C  5.185  11.976  8.206
H  6.864  12.190  6.850

Löwdin atomic charge list, values in e, 6 entries: Pb 1.42; O 0.08; C -0.52; O 0.09; C -0.14; O -0.14

=====

The structure with the greatest stability is run x.

=====

Run w
DFT (ωB97M-V/def2-TZVPD) results for a gas-phase ion, C2H7N2 (charge +1).

Its HOMO energy is -15.1 eV. The charge is +1.

Geometry (Å):
C  -1.669  -0.050  -0.190
N  -0.381  0.480  -0.409
C  0.646  -0.229  0.225
N  1.984  0.303  0.060
H  -1.759  -1.078  -0.611
H  -2.419  0.599  -0.651
H  -2.035  -0.030  0.847
H  0.771  -1.266  -0.160
H  0.489  -0.245  1.334
H  2.075  1.229  0.453
H  2.300  0.287  -0.898

Löwdin atomic charge list, values in e, 6 entries: C -0.04; N 0.26; C -0.27; N 0.05; H 0.16; H 0.11

=====

Run x
DFT (ωB97M-V/def2-TZVPD) results for 2 unconnected molecules or ions with the total composition C2H7N2.

Its HOMO energy is -14.0 eV. The charge is +1.

Geometry (Å):
C  0.779  -0.166  1.715
C  -0.152  -0.198  0.740
N  -2.099  0.151  -2.636
N  2.241  -0.234  1.557
H  0.453  0.049  2.745
H  -1.207  0.159  1.159
H  -1.308  -0.507  -2.427
H  -1.940  0.632  -3.451
H  -2.146  0.716  -1.773
H  2.568  -1.157  1.250
H  2.811  0.556  1.121

Löwdin atomic charge list, values in e, 6 entries: C -0.14; C 0.38; N 0.09; N 0.03; H 0.17; H 0.16

=====

The structure with the greatest stability is run w.